Here is a structure of composition C17H22N2Pb from the OMol25 dataset. Energies are from ωB97M-V/def2-TZVPD.

Output
Charge   -2
E_HOMO (spin up / spin down)   1.13 / 1.27 eV
2S+1   1
LUMO level (spin up / spin down)   5.38 / 5.20 eV
Gap between HOMO and LUMO (spin up / spin down)   4.25 / 3.93 eV

Element x y z (Å)
C (-1.822, -3.202, -1.947)
C (-0.505, -3.388, -2.468)
C (-0.082, -2.152, -3.046)
C (-1.140, -1.206, -2.893)
C (-2.216, -1.852, -2.212)
Pb (-0.258, -1.473, 0.388)
C (2.342, -3.119, 0.578)
C (1.117, -3.365, 1.095)
C (0.375, -4.338, 1.651)
N (-0.957, -0.931, 2.435)
H (0.861, -1.978, -3.558)
H (0.066, -4.315, -2.447)
H (-1.136, -0.179, -3.255)
H (-3.182, -1.410, -1.975)
H (-2.432, -3.969, -1.470)
H (2.781, -3.772, -0.194)
H (-1.928, -1.251, 2.532)
H (2.990, -2.306, 0.935)
H (0.800, -5.323, 1.885)
H (-0.678, -4.195, 1.909)
C (-0.561, 3.301, 2.660)
N (-1.169, 3.000, 1.363)
C (-2.131, 3.987, 0.874)
C (-0.817, 1.932, 0.640)
C (0.490, 1.745, 0.087)
C (1.385, 2.850, -0.103)
C (2.525, 2.681, -0.875)
C (2.855, 1.414, -1.364)
C (2.065, 0.290, -1.031)
C (0.934, 0.465, -0.286)
H (-1.199, 4.034, 3.157)
H (0.444, 3.719, 2.534)
H (-0.502, 2.392, 3.270)
H (-1.640, 4.668, 0.164)
H (-2.962, 3.493, 0.363)
H (-2.490, 4.560, 1.732)
H (-0.988, 0.079, 2.607)
H (-1.585, 1.159, 0.462)
H (1.116, 3.833, 0.291)
H (3.141, 3.545, -1.123)
H (3.732, 1.282, -1.987)
H (2.361, -0.703, -1.379)

Forces on atoms 1 to 2 (eV/Å):
C 0.48 0.28 -0.57
C -0.63 0.63 -0.03



Here is a cluster of 3 separate species, C17H22N3O8P in total from the OMol25 dataset. Energies are from ωB97M-V/def2-TZVPD.

Output
E_HOMO   -9.25 eV
2S+1   1
LUMO level   -1.20 eV
SMILES   NC[C@H](O)CC(=O)OC[PH2]=O.O=[N+]([O-])c1ccccc1.O=[N+]([O-])c1ccccc1
Gap between HOMO and LUMO   8.05 eV

Element x y z (Å)
N (-1.146, -4.940, 1.315)
C (-1.420, -4.077, 2.488)
C (-0.898, -2.555, 2.320)
O (-1.456, -1.824, 3.467)
C (-1.478, -1.826, 1.024)
C (-0.427, -1.610, -0.145)
O (-0.728, -2.068, -1.274)
O (0.798, -0.907, -0.030)
C (1.913, -1.874, -0.045)
P (2.769, -1.678, 1.660)
O (2.723, -3.061, 2.333)
H (-0.204, -4.813, 0.935)
H (-1.878, -4.837, 0.606)
H (-2.525, -4.061, 2.784)
H (-0.868, -4.498, 3.408)
H (0.241, -2.510, 2.415)
H (-1.026, -2.134, 4.290)
H (-1.848, -0.780, 1.327)
H (-2.371, -2.414, 0.627)
H (1.525, -2.946, -0.181)
H (2.624, -1.613, -0.902)
H (2.007, -0.721, 2.433)
H (4.079, -1.157, 1.438)
O (5.159, 1.891, 0.829)
N (3.963, 1.797, 1.043)
O (3.274, 0.844, 0.704)
C (3.306, 2.897, 1.748)
C (4.048, 4.016, 2.119)
C (3.413, 5.069, 2.768)
C (2.052, 4.998, 3.045)
C (1.319, 3.872, 2.681)
C (1.944, 2.816, 2.029)
H (5.109, 4.083, 1.908)
H (3.980, 5.948, 3.055)
H (1.559, 5.824, 3.547)
H (0.259, 3.821, 2.902)
H (1.362, 1.945, 1.747)
O (-1.474, 0.378, -7.174)
N (-2.384, 1.034, -6.693)
O (-3.014, 1.887, -7.297)
C (-2.740, 0.784, -5.294)
C (-2.020, -0.155, -4.559)
C (-2.346, -0.372, -3.225)
C (-3.385, 0.343, -2.637)
C (-4.107, 1.273, -3.381)
C (-3.786, 1.498, -4.714)
H (-1.208, -0.717, -5.006)
H (-1.787, -1.097, -2.640)
H (-3.634, 0.176, -1.594)
H (-4.918, 1.825, -2.918)
H (-4.353, 2.226, -5.282)

Forces on atoms 1 to 2 (eV/Å):
N -0.65 0.46 0.66
C 0.95 0.58 0.37



Here is a structure of composition C17H22N4O3Re from the OMol25 dataset. Energies are from ωB97M-V/def2-TZVPD.

Output
<S²>   3.795
Charge   +4
E_HOMO (spin up / spin down)   -21.64 / -23.08 eV
2S+1   4
LUMO level (spin up / spin down)   -13.45 / -16.66 eV
Gap between HOMO and LUMO (spin up / spin down)   8.19 / 6.42 eV

Element x y z (Å)
N (-1.777, -1.156, 1.199)
C (-2.622, -1.645, 1.799)
C (-3.748, -2.090, 2.587)
H (-3.408, -2.306, 3.622)
H (-4.187, -2.978, 2.089)
H (-4.458, -1.250, 2.629)
N (-0.344, -0.129, -3.016)
C (-0.545, 0.056, -4.150)
C (-0.736, 0.050, -5.604)
H (-1.283, -0.842, -5.961)
H (0.224, 0.115, -6.132)
H (-1.330, 0.963, -5.871)
N (2.323, 0.221, 0.673)
C (3.418, 0.386, 1.018)
C (4.728, 0.760, 1.483)
H (4.904, 1.791, 1.130)
H (5.468, 0.049, 1.057)
H (4.727, 0.766, 2.593)
Re (-0.051, -0.348, -1.259)
C (0.939, 1.311, -1.447)
O (1.524, 2.267, -1.744)
C (-1.832, 0.374, -1.089)
O (-2.925, 0.779, -1.171)
C (-0.774, -2.579, -1.080)
C (0.087, -2.443, 0.024)
C (1.393, -2.001, -0.150)
C (1.878, -1.678, -1.431)
C (1.144, -2.153, -2.581)
C (-0.205, -2.603, -2.398)
H (-1.876, -2.698, -0.928)
H (-0.259, -2.556, 1.057)
H (1.969, -1.804, 0.760)
H (2.823, -1.098, -1.552)
H (1.534, -2.004, -3.574)
H (-0.831, -2.782, -3.262)
C (-0.053, 1.464, 3.453)
N (-0.504, 2.418, 2.392)
C (-0.898, 3.753, 2.801)
C (-0.532, 2.008, 1.110)
O (-0.158, 0.814, 0.931)
H (-0.119, 2.020, 4.422)
H (0.991, 1.147, 3.209)
H (-0.725, 0.571, 3.423)
H (-0.288, 4.513, 2.286)
H (-1.942, 3.957, 2.511)
H (-0.788, 3.856, 3.874)
H (-0.877, 2.733, 0.267)

Forces on atoms 1 to 2 (eV/Å):
N -0.19 0.50 -0.17
C -0.70 0.36 0.60



Here is an isolated molecule of C17H22N4O5 from the OMol25 dataset. Energies are from ωB97M-V/def2-TZVPD.

Output
E_HOMO   -9.37 eV
2S+1   1
LUMO level   0.53 eV
SMILES   C#CCOC(=O)CNC(=O)[C@H](CCCOC)NC(=O)c1cnc(C)cn1
Gap between HOMO and LUMO   9.90 eV

Element x y z (Å)
C (1.065, 4.059, -5.078)
C (2.107, 4.124, -4.493)
C (3.380, 4.207, -3.786)
O (3.199, 4.168, -2.357)
C (3.010, 2.942, -1.835)
O (3.028, 1.924, -2.469)
C (2.805, 3.035, -0.336)
N (2.475, 1.760, 0.237)
C (1.179, 1.406, 0.436)
O (0.256, 2.196, 0.368)
C (0.946, -0.076, 0.690)
C (0.893, -0.799, -0.664)
C (0.732, -2.306, -0.517)
C (0.693, -3.007, -1.857)
O (-0.438, -2.558, -2.576)
C (-0.527, -3.152, -3.849)
N (-0.287, -0.203, 1.435)
C (-0.425, -1.104, 2.437)
O (0.423, -1.921, 2.737)
C (-1.752, -1.034, 3.153)
C (-2.925, -1.434, 2.526)
N (-4.091, -1.443, 3.158)
C (-4.098, -1.041, 4.427)
C (-5.407, -1.044, 5.154)
C (-2.914, -0.635, 5.043)
N (-1.744, -0.636, 4.420)
H (0.136, 3.998, -5.592)
H (4.035, 3.392, -4.092)
H (3.866, 5.160, -3.979)
H (3.714, 3.445, 0.108)
H (1.991, 3.728, -0.130)
H (3.164, 1.027, 0.196)
H (1.745, -0.498, 1.305)
H (0.064, -0.388, -1.243)
H (1.809, -0.574, -1.221)
H (1.552, -2.717, 0.076)
H (-0.188, -2.535, 0.024)
H (1.606, -2.791, -2.432)
H (0.639, -4.096, -1.720)
H (-1.419, -2.758, -4.332)
H (0.349, -2.911, -4.462)
H (-0.610, -4.243, -3.775)
H (-0.960, 0.539, 1.312)
H (-2.917, -1.759, 1.491)
H (-5.292, -0.708, 6.183)
H (-6.117, -0.391, 4.647)
H (-5.831, -2.048, 5.156)
H (-2.919, -0.303, 6.075)

Forces on atoms 1 to 2 (eV/Å):
C 0.01 0.01 0.02
C -0.02 -0.01 -0.03



Here is an isolated molecule of C17H22N4OS from the OMol25 dataset. Energies are from ωB97M-V/def2-TZVPD.

Output
E_HOMO   -7.93 eV
2S+1   1
LUMO level   -2.19 eV
SMILES   C=c1cccc2c1=NC(CSC1CCN(CCN)CC1)=NC2=O
Gap between HOMO and LUMO   5.75 eV

Element x y z (Å)
C (1.835, 4.611, 2.550)
C (2.102, 4.146, 1.282)
C (2.372, 5.169, 0.239)
C (2.569, 4.769, -1.068)
C (2.482, 3.332, -1.457)
C (2.315, 2.356, -0.470)
C (2.115, 2.737, 0.901)
N (2.012, 1.802, 1.853)
C (2.174, 0.474, 1.501)
C (1.999, -0.537, 2.594)
S (0.205, -0.824, 2.950)
C (-0.622, -1.183, 1.345)
C (-2.175, -1.256, 1.445)
C (-2.809, -1.578, 0.122)
N (-2.192, -2.783, -0.468)
C (-2.907, -3.354, -1.619)
C (-3.320, -2.339, -2.725)
N (-2.112, -1.832, -3.418)
C (-0.741, -2.688, -0.649)
C (-0.081, -2.461, 0.706)
N (2.457, 0.034, 0.338)
C (2.473, 0.932, -0.666)
O (2.718, 0.466, -1.771)
H (1.618, 3.895, 3.333)
H (1.936, 5.658, 2.818)
H (2.382, 6.219, 0.515)
H (2.787, 5.531, -1.814)
H (2.633, 3.012, -2.485)
H (2.463, -0.104, 3.508)
H (2.505, -1.488, 2.344)
H (-0.313, -0.379, 0.681)
H (-2.556, -0.286, 1.776)
H (-2.458, -2.018, 2.187)
H (-3.880, -1.795, 0.320)
H (-2.729, -0.706, -0.533)
H (-2.307, -4.174, -2.035)
H (-3.840, -3.812, -1.269)
H (-3.920, -1.504, -2.312)
H (-3.971, -2.843, -3.465)
H (-1.494, -1.411, -2.714)
H (-1.616, -2.572, -3.926)
H (-0.525, -1.870, -1.338)
H (-0.351, -3.635, -1.066)
H (0.998, -2.392, 0.542)
H (-0.232, -3.320, 1.414)

Forces on atoms 1 to 2 (eV/Å):
C 0.65 -1.29 -1.23
C -0.37 2.41 0.88



Q: Which energy above the lowest of the compared OMol25 structures with the same formula, charge and spin values were calculated for the entries above? A: 132.0; 0.0; 146.7; 218.7; 324.4, in kJ/mol.
Q: Which max |F| values were calculated for the entries above? A: 3.96; 4.11; 7.21; 0.13; 3.51, in eV/Å.
Q: Which electronic energy values were calculated for the entries above? A: -26205.553; -48117.476; -32169.725; -34182.702; -36827.114, in eV.